(1)
The molecule C4H8O2. Source: the OMol25 dataset; level of theory: the ωB97M-V functional and the def2-TZVPD basis.

**Highest occupied orbital energy**: -9.617 eV
**Energy relative to the best compared isomer or geometry (same formula, charge and spin)**: 166.3 kJ/mol
**HOMO-LUMO gap**: 10.51 eV
**LUMO energy**: 0.90 eV
**SMILES string**: COCCC=O

```
! RIJCOSX wB97M-V def2-TZVPD def2/J DEFGRID3
* xyz 0 1
C 1.910 0.607 -0.587
O 0.723 -0.107 -0.709
C 0.227 -0.596 0.507
C -1.239 -0.786 0.212
C -1.909 0.542 -0.034
O -2.855 0.903 0.623
H 2.160 0.957 -1.595
H 2.703 -0.050 -0.216
H 1.781 1.421 0.150
H 0.364 0.107 1.352
H 0.717 -1.542 0.784
H -1.747 -1.263 1.048
H -1.313 -1.396 -0.696
H -1.523 1.203 -0.838
*
```

Results of the Löwdin charge analysis, in e, for atoms 1 through 4:
1 C -0.12
2 O -0.21
3 C -0.25
4 C -0.14

(2)
A cluster of 4 separate species, C35H51N4O8 in total. Source: the OMol25 dataset; level of theory: the ωB97M-V functional and the def2-TZVPD basis.

**Highest occupied orbital energy**: -11.651 eV
**HOMO-LUMO gap**: 8.67 eV
**LUMO energy**: -2.98 eV

```
! RIJCOSX wB97M-V def2-TZVPD def2/J DEFGRID3
* xyz 1 1
C 3.894 -3.080 1.650
C 4.117 -1.733 2.365
C 5.305 -0.908 1.857
C 5.372 -0.592 0.357
C 4.290 0.355 -0.175
C 2.914 -0.278 -0.435
C 2.709 -0.783 -1.868
C 1.253 -1.198 -2.119
C 0.366 -0.003 -2.517
C -1.050 -0.018 -1.907
C -1.469 1.329 -1.296
C -2.447 1.217 -0.122
C -3.911 1.199 -0.585
C -4.862 0.809 0.548
N -6.035 -0.018 0.048
C -6.232 -1.315 0.773
C -7.326 -2.131 0.116
O -6.977 -2.487 -1.219
C -5.955 -3.400 -1.339
O -5.964 -4.474 -0.818
H 4.543 -3.197 0.778
H 4.099 -3.922 2.315
H 2.865 -3.189 1.292
H 4.264 -1.927 3.434
H 3.211 -1.118 2.306
H 6.233 -1.424 2.136
H 5.304 0.049 2.391
H 5.412 -1.508 -0.249
H 6.341 -0.102 0.197
H 4.177 1.187 0.509
H 4.642 0.767 -1.131
H 2.718 -1.114 0.241
H 2.134 0.470 -0.221
H 3.367 -1.642 -2.044
H 2.980 0.008 -2.577
H 1.216 -1.946 -2.919
H 0.855 -1.676 -1.215
H 0.867 0.928 -2.228
H 0.283 0.000 -3.609
H -1.768 -0.273 -2.698
H -1.120 -0.801 -1.143
H -0.572 1.844 -0.936
H -1.902 1.962 -2.075
H -2.309 2.067 0.555
H -2.246 0.295 0.437
H -4.180 2.203 -0.932
H -4.020 0.506 -1.430
H -5.279 1.688 1.041
H -4.360 0.209 1.311
H -6.895 0.520 0.156
H -5.935 -0.200 -0.953
H -5.269 -1.828 0.801
H -6.519 -1.074 1.800
H -8.250 -1.549 0.047
H -7.541 -3.014 0.727
H -5.130 -3.036 -1.967
C -4.707 -5.779 -3.583
C -3.512 -5.467 -2.948
C -2.301 -5.862 -3.494
C -2.317 -6.575 -4.677
C -3.491 -6.911 -5.324
C -4.693 -6.507 -4.766
N -1.030 -6.989 -5.271
O -0.019 -6.695 -4.671
O -1.068 -7.592 -6.320
H -5.645 -5.476 -3.142
H -3.517 -4.923 -2.012
H -1.363 -5.631 -3.012
H -3.462 -7.475 -6.244
H -5.622 -6.760 -5.259
C 6.118 2.802 7.108
C 6.375 1.955 6.038
C 5.687 2.112 4.846
C 4.750 3.126 4.757
C 4.476 3.983 5.808
C 5.172 3.813 6.993
N 4.009 3.292 3.500
O 4.234 2.502 2.604
O 3.190 4.192 3.445
H 6.659 2.676 8.036
H 7.111 1.169 6.130
H 5.871 1.462 4.005
H 3.736 4.761 5.699
H 4.973 4.469 7.829
C 1.847 6.355 0.036
C 1.136 7.069 -0.921
C -0.206 6.802 -1.138
C -0.810 5.817 -0.379
C -0.123 5.100 0.588
C 1.219 5.372 0.791
N -2.227 5.509 -0.612
O -2.813 6.119 -1.477
O -2.736 4.631 0.065
H 2.896 6.567 0.196
H 1.628 7.835 -1.504
H -0.771 7.342 -1.883
H -0.627 4.339 1.162
H 1.770 4.816 1.537
*
```

Results of the Löwdin charge analysis, in e, for atoms 1 through 4:
1 C -0.10
2 C -0.26
3 C -0.22
4 C -0.20